# 1
12
Properties=species:S:1:pos:R:3:forces:R:3 method="wB97M-V/def2-TZVPD" de_lowest_kj_mol=664.10 max_force_ev_per_a=4.7 e_lumo_ev=0.77 gap_ev=8.69
C 0.5927 0.4982 0.3251 -2.434 -3.264 -2.419
C 0.7286 0.4299 1.6535 0.860 0.628 -0.960
C -0.5409 -0.6700 -0.9508 2.315 2.908 2.433
N 0.9248 1.8986 0.3466 -0.487 0.262 -0.483
O 1.2251 1.7400 1.7510 0.152 0.072 1.177
O 0.5815 -0.4042 2.6835 -0.155 0.275 -0.087
O -1.8322 -0.5575 -0.5599 -0.454 -0.153 -0.115
H -0.2742 -0.2289 -1.9071 -0.047 -0.171 -0.017
H -0.1369 -1.6477 -0.7460 -0.007 -0.112 -0.037
H 1.7822 2.1634 -0.1464 0.069 -0.355 0.422
H 0.9238 0.0145 3.4802 0.050 0.043 0.077
H -2.1714 0.3246 -0.7567 0.138 -0.133 0.009

=====

# 2
7
Properties=species:S:1:pos:R:3:forces:R:3 method="wB97M-V/def2-TZVPD" s_squared=0.756 charge=+1 max_force_ev_per_a=1.6 e_lumo_ev="-5.38 / -5.35" gap_ev="8.38 / 8.57" multiplicity=2
C -0.4613 -0.0414 0.5381 0.306 0.065 0.748
C 0.4331 0.6677 1.2529 -0.309 1.384 -0.778
O 1.1090 1.5194 1.6464 -0.435 -1.291 0.063
Ca 0.5496 -1.4000 -1.9599 0.389 -0.564 -0.868
F -0.0317 -1.3221 0.1132 -0.218 -0.121 0.887
H -1.5386 0.0957 0.5631 0.427 -0.017 0.017
O -0.0601 0.4807 -2.1538 -0.161 0.544 -0.068